97
Properties=species:S:1:pos:R:3:forces:R:3:lowdin_charge:R:1 method="wB97M-V/def2-TZVPD" homo_lumo_gap_ev=5.69 lumo_energy_ha=-0.1368 charge=+1
C 4.856 -0.948 3.319 -0.19 -0.30 -0.16 -0.0729
C 4.025 -0.643 2.082 0.45 -0.10 -0.03 -0.2663
O 3.392 0.627 2.105 -0.18 -0.02 -0.09 -0.1365
C 2.387 0.781 3.077 0.07 0.08 0.17 -0.1807
C 1.146 -0.080 2.813 0.21 0.12 -0.02 -0.1451
O -0.011 0.767 2.753 -0.03 -0.02 0.06 -0.1021
C -1.160 0.286 3.387 -0.38 0.27 -0.23 -0.3252
C -2.292 1.283 3.071 0.49 0.18 -0.36 -0.0375
N -3.343 0.699 2.193 -0.38 0.22 0.89 0.1359
C -3.828 -0.483 2.528 0.00 -0.12 -0.18 -0.3634
N -5.021 -0.876 2.076 0.02 0.24 0.05 0.2270
N -3.018 -1.349 3.271 -0.14 0.67 0.00 0.0905
C -1.606 -1.079 2.873 -0.07 -0.14 0.53 -0.1028
H 5.370 -1.899 3.153 0.04 0.08 0.04 0.0842
H 4.219 -1.093 4.194 0.16 0.14 0.11 0.0648
H 5.607 -0.179 3.500 -0.11 0.04 0.08 0.0768
H 4.677 -0.619 1.207 -0.08 0.07 0.02 0.1245
H 3.312 -1.461 1.910 -0.14 0.13 0.04 0.1118
H 2.780 0.593 4.083 -0.02 -0.04 -0.04 0.1088
H 2.086 1.830 3.051 0.00 -0.06 -0.11 0.1352
H 1.266 -0.568 1.841 -0.05 -0.08 0.09 0.1195
H 1.031 -0.840 3.593 -0.10 0.03 -0.06 0.1289
H -1.040 0.275 4.480 0.18 -0.21 -0.05 0.1620
H -2.774 1.661 3.975 -0.05 -0.16 -0.01 0.1367
H -1.858 2.138 2.554 -0.02 -0.09 -0.06 0.1410
H -4.061 1.377 1.971 0.13 -0.06 -0.67 0.1718
H -5.300 -0.650 1.133 -0.29 0.46 0.20 0.1310
H -5.649 -1.411 2.656 0.35 -0.64 -0.25 0.1394
H -3.143 -1.139 4.263 0.00 -0.48 0.09 0.1547
H -1.004 -1.893 3.271 0.01 0.01 -0.11 0.1350
H -1.571 -1.077 1.784 0.16 -0.18 0.04 0.1146
C 8.672 2.091 8.803 -0.01 0.02 0.02 -0.0886
C 7.387 2.465 8.081 0.02 -0.03 0.07 -0.2747
N 7.408 2.118 6.670 -0.08 -0.01 -0.04 -0.1997
C 6.335 2.724 5.905 0.00 0.13 -0.08 -0.2476
C 4.890 2.314 6.222 -0.03 0.00 -0.08 -0.0850
C 7.690 0.726 6.370 0.14 -0.15 0.02 -0.2454
C 6.771 -0.341 6.979 -0.03 -0.07 -0.12 -0.0798
H 9.538 2.513 8.291 0.00 -0.02 -0.02 0.0816
H 8.651 2.486 9.819 0.00 0.00 0.00 0.0738
H 8.805 1.011 8.877 0.00 0.00 -0.01 0.0647
H 7.253 3.547 8.146 -0.04 0.00 -0.04 0.1176
H 6.536 2.016 8.618 0.00 0.01 0.00 0.1016
H 6.531 2.540 4.844 0.02 -0.04 0.01 0.1099
H 6.419 3.808 6.034 0.00 -0.01 0.06 0.1110
H 4.663 1.310 5.862 0.02 -0.02 0.05 0.0367
H 4.201 3.001 5.725 0.01 0.01 0.00 0.0684
H 4.680 2.354 7.291 0.01 -0.01 0.01 0.0674
H 8.714 0.509 6.684 0.00 0.06 0.06 0.1031
H 7.704 0.618 5.282 -0.07 0.04 -0.01 0.1080
H 6.586 -0.171 8.040 0.03 0.04 0.00 0.0672
H 7.236 -1.324 6.885 0.01 0.00 -0.01 0.0734
H 5.809 -0.387 6.468 -0.04 0.01 0.07 0.0412
C -3.531 -2.903 -0.796 0.01 0.01 -0.02 -0.0851
C -3.161 -2.305 -2.145 0.06 -0.07 0.02 -0.2629
N -2.997 -0.861 -2.105 -0.10 0.03 0.06 -0.1992
C -2.944 -0.246 -3.425 -0.09 0.06 -0.16 -0.2417
C -1.772 -0.607 -4.341 -0.02 0.09 -0.02 -0.0723
C -2.033 -0.372 -1.140 0.12 0.06 0.20 -0.2562
C -0.588 -0.882 -1.215 0.00 0.02 0.04 -0.0616
H -4.415 -2.406 -0.387 0.00 0.00 0.00 0.0573
H -3.765 -3.961 -0.908 0.00 -0.01 0.00 0.0802
H -2.718 -2.829 -0.070 0.00 0.01 0.01 0.0591
H -3.966 -2.521 -2.851 0.02 0.04 -0.04 0.1218
H -2.270 -2.826 -2.526 -0.01 -0.01 0.00 0.1077
H -2.978 0.838 -3.294 0.04 0.00 0.06 0.1140
H -3.875 -0.507 -3.936 0.00 -0.06 0.03 0.1053
H -0.842 -0.138 -4.025 0.01 -0.05 0.03 0.0598
H -1.985 -0.249 -5.350 0.00 -0.02 -0.01 0.0632
H -1.616 -1.685 -4.404 -0.01 0.00 0.00 0.0720
H -2.421 -0.610 -0.142 -0.01 -0.05 -0.02 0.0597
H -2.028 0.720 -1.185 -0.03 0.00 -0.10 0.1181
H -0.542 -1.963 -1.350 -0.01 -0.01 0.00 0.0745
H -0.064 -0.643 -0.285 0.00 0.03 -0.01 0.0554
H -0.029 -0.414 -2.023 -0.01 -0.05 -0.04 0.0644
C -6.986 0.181 -9.582 -0.01 0.00 -0.03 -0.0903
C -5.509 0.086 -9.931 -0.07 -0.05 0.00 -0.2730
N -4.647 0.680 -8.923 0.06 -0.01 0.00 -0.2014
C -3.277 0.869 -9.368 0.09 0.10 -0.07 -0.2502
C -2.442 -0.374 -9.697 0.05 0.04 0.04 -0.0839
C -4.813 0.165 -7.578 -0.13 -0.02 0.17 -0.2531
C -4.625 -1.342 -7.350 0.08 0.03 0.12 -0.0832
H -7.265 1.212 -9.363 0.01 0.00 0.03 0.0803
H -7.586 -0.163 -10.426 0.00 0.00 0.00 0.0738
H -7.249 -0.439 -8.724 0.00 0.00 0.01 0.0630
H -5.336 0.629 -10.864 0.06 0.00 0.01 0.1187
H -5.261 -0.968 -10.137 0.00 0.01 -0.01 0.1028
H -2.755 1.460 -8.610 -0.03 -0.02 0.04 0.1094
H -3.315 1.503 -10.259 -0.05 -0.03 -0.02 0.1105
H -2.139 -0.915 -8.801 -0.04 -0.03 -0.01 0.0516
H -1.530 -0.073 -10.215 0.00 0.00 -0.01 0.0714
H -2.977 -1.063 -10.352 -0.01 0.00 0.00 0.0673
H -5.815 0.434 -7.234 -0.02 0.00 -0.07 0.1007
H -4.134 0.719 -6.923 0.06 0.00 -0.06 0.1049
H -5.149 -1.940 -8.096 -0.01 0.02 -0.02 0.0678
H -5.030 -1.616 -6.372 -0.01 0.00 0.00 0.0637
H -3.575 -1.631 -7.357 -0.01 -0.04 -0.07 0.0498